## w
{"formula": "C3H5I", "method": "ωB97M-V/def2-TZVPD", "smiles": "IC1CC1", "lumo_ev": 0.5, "species": ["H", "H", "I", "C", "C", "H", "H", "C", "H"], "xyz": [[-0.99, -1.30, -0.21], [-1.76, 0.41, 0.04], [0.69, 1.31, 2.27], [0.44, -0.07, 0.63], [-0.85, -0.22, -0.11], [0.78, -1.08, 0.88], [0.70, -0.54, -1.44], [0.38, 0.26, -0.82], [0.60, 1.23, -1.24]], "mulliken_charge": [0.20, 0.25, 0.01, -0.31, -0.46, 0.36, 0.19, -0.51, 0.28]}


## x
{"formula": "C3H5I", "method": "ωB97M-V/def2-TZVPD", "lumo_ev": [-0.7, 0.4], "species": ["H", "C", "H", "H", "C", "H", "C", "I", "H"], "xyz": [[2.49, -0.28, -0.27], [0.49, -0.40, 0.22], [0.56, -1.46, 0.38], [1.44, 1.08, -1.01], [-3.13, -0.86, 0.28], [-3.95, -0.14, 0.08], [1.58, 0.48, -0.13], [-1.46, 0.31, -0.24], [1.98, 1.27, 0.67]], "mulliken_charge": [0.23, -0.47, 0.48, 0.34, -0.60, 0.15, -0.78, 0.42, 0.24]}


Most stable: w (next structure +621.5 kJ/mol)


## w
{"formula": "C2H6N6", "method": "ωB97M-V/def2-TZVPD", "smiles": "[H]/N=c1/nnn(C)n1N", "lumo_ev": 0.0, "species": ["H", "C", "N", "H", "H", "N", "H", "N", "N", "H", "N", "N", "C", "H"], "xyz": [[1.48, -1.76, -1.70], [1.42, -0.86, -1.02], [-1.56, 0.70, -1.34], [2.13, -1.10, -0.06], [0.77, -0.29, 2.01], [-1.93, 2.02, 0.65], [-0.58, -1.24, 1.45], [-0.71, -0.24, -1.61], [0.07, -0.54, -0.61], [-1.48, 2.03, 1.59], [-0.16, -0.26, 1.67], [-0.06, 0.42, 0.41], [-1.29, 1.10, 0.05], [1.91, 0.03, -1.48]], "mulliken_charge": [0.27, -0.66, -0.34, 0.24, 0.26, -0.58, 0.30, -0.41, 0.43, 0.29, -0.59, 0.04, 0.43, 0.31]}


## x
{"formula": "C2H6N6", "method": "ωB97M-V/def2-TZVPD", "lumo_ev": 1.0, "species": ["H", "N", "H", "C", "C", "N", "N", "N", "N", "H", "H", "H", "H", "N"], "xyz": [[-3.63, -0.35, 0.24], [1.36, -0.32, -0.35], [-1.18, -1.54, 0.02], [-0.57, 0.36, 0.15], [1.10, 1.83, 0.05], [-2.77, -0.23, -0.37], [-0.24, 1.56, 0.26], [1.90, 0.86, -0.17], [-1.51, -0.56, 0.24], [-2.71, 0.81, -0.63], [2.23, -2.24, -0.56], [1.61, 2.77, 0.27], [2.54, -1.41, 0.83], [1.86, -1.54, 0.03]], "mulliken_charge": [0.24, 0.07, 0.33, 0.51, -0.15, -0.63, -0.56, -0.45, -0.01, 0.29, 0.21, 0.39, 0.25, -0.48]}


Most stable: w (next structure +134.6 kJ/mol)


## w
{"formula": "C2H6N6", "method": "ωB97M-V/def2-TZVPD", "smiles": "NNC1=NN=CNN1", "lumo_ev": 0.2, "species": ["H", "H", "H", "N", "N", "N", "C", "H", "N", "H", "N", "C", "N", "H"], "xyz": [[1.75, -1.76, -0.09], [0.56, 1.33, 0.41], [3.23, -0.18, 0.72], [2.31, 0.29, 0.03], [-0.69, -1.59, -0.14], [-0.33, 0.61, 0.57], [0.17, -0.65, 0.01], [2.80, 0.62, -1.04], [-2.04, -1.21, 0.20], [-1.93, 1.97, -0.29], [1.44, -0.79, -0.12], [-2.42, -0.05, -0.05], [-1.46, 0.99, -0.37], [-3.38, 0.42, 0.14]], "mulliken_charge": [0.27, 0.39, 0.31, -0.73, -0.51, -0.39, 0.45, 0.27, -0.40, 0.33, 0.02, 0.08, -0.42, 0.32]}


## x
{"formula": "C2H6N6", "method": "ωB97M-V/def2-TZVPD", "smiles": "Cn1[nH]nn/c1=N/N", "lumo_ev": 0.6, "species": ["N", "N", "N", "H", "N", "H", "C", "H", "H", "N", "C", "N", "H", "H"], "xyz": [[1.68, -0.61, 0.20], [-0.26, 0.70, -0.40], [-1.65, -1.01, 0.01], [-2.20, 0.78, -1.37], [2.54, 0.28, -0.20], [1.98, 1.22, -0.66], [0.46, -0.48, 0.16], [3.34, -0.07, -0.45], [-0.03, 1.55, 1.55], [-1.40, 0.02, -0.77], [-0.87, 1.70, 0.63], [-0.61, -1.48, 0.44], [-1.83, 1.09, 1.23], [-0.94, 2.72, 0.05]], "mulliken_charge": [-0.25, -0.12, -0.31, 0.35, -0.40, 0.31, 0.50, 0.20, 0.29, -0.19, -0.77, -0.19, 0.30, 0.30]}


Most stable: w (next structure +180.2 kJ/mol)


## w
{"formula": "CH2N2OS", "method": "ωB97M-V/def2-TZVPD", "lumo_ev": [-1.6, -2.0], "species": ["H", "S", "C", "H", "O", "N", "N"], "xyz": [[-2.00, 0.32, 0.53], [2.59, 0.86, -1.33], [1.50, 1.04, -0.27], [-0.56, -2.04, 0.24], [-0.96, -1.22, -0.19], [0.42, 1.16, 0.34], [-0.99, -0.11, 0.69]], "mulliken_charge": [0.29, -0.32, 0.51, 0.37, -0.33, -0.40, -0.13]}


## x
{"formula": "CH2N2OS", "method": "ωB97M-V/def2-TZVPD", "lumo_ev": [-0.6, -0.5], "species": ["N", "H", "S", "N", "O", "C", "H"], "xyz": [[0.85, 1.33, -1.20], [-0.87, -1.58, 0.49], [-0.52, 1.19, 2.14], [-0.32, -0.77, 0.22], [0.96, 0.30, -1.79], [-0.22, 0.33, 0.87], [0.12, -0.80, -0.73]], "mulliken_charge": [0.03, 0.21, -0.28, -0.24, -0.28, 0.27, 0.29]}


Most stable: x (next structure +107.4 kJ/mol)


## w
{"formula": "C19H25N3O3", "method": "ωB97M-V/def2-TZVPD", "smiles": "COc1ccc2c(c1)c(C(=O)CN1CCC(C(N)=O)CC1)c(C)n2C", "lumo_ev": 0.7, "species": ["H", "C", "C", "H", "H", "N", "C", "C", "H", "H", "C", "C", "O", "O", "C", "H", "H", "H", "C", "H", "H", "H", "H", "C", "H", "C", "H", "H", "H", "H", "H", "O", "C", "H", "C", "C", "C", "H", "C", "C", "C", "H", "H", "N", "C", "H", "H", "C", "H", "N"], "xyz": [[2.23, -2.99, 2.02], [2.04, -1.92, 2.05], [0.80, -1.39, 1.75], [-0.90, -3.53, 0.09], [3.52, 2.92, 2.03], [-0.38, -2.01, 1.41], [-1.55, 1.42, 1.16], [3.05, -1.06, 2.40], [-2.16, 0.75, -1.20], [1.33, 1.39, -0.38], [0.70, 1.40, -1.27], [-1.22, -1.36, -3.04], [3.92, 1.06, 2.86], [-2.73, 1.55, 1.43], [-1.35, -1.07, 1.26], [-1.56, -1.07, -5.06], [-3.14, -2.18, 1.55], [-1.31, -3.84, 1.79], [-2.73, -1.45, 0.86], [4.04, -1.42, 2.64], [0.10, 2.81, 0.85], [3.03, 2.72, 3.74], [0.29, -0.12, -3.90], [0.48, -0.04, -1.74], [-2.43, 2.40, -1.78], [-0.56, -3.41, 1.13], [-0.05, -0.59, -0.96], [-2.34, -2.44, -4.36], [-2.71, -1.90, -0.14], [-3.36, -0.57, 0.86], [0.38, -3.93, 1.26], [-1.43, -2.06, -2.08], [-0.81, 0.19, 1.43], [-0.72, 1.97, -3.59], [-0.36, -0.09, -3.02], [1.59, 0.87, 2.17], [2.83, 0.33, 2.47], [-2.16, 0.94, -3.71], [-0.83, 2.51, 0.36], [0.57, 0.00, 1.78], [-1.68, 1.60, -1.72], [1.25, 1.94, -2.06], [-1.50, 3.37, 0.32], [-1.74, -1.64, -4.26], [3.78, 2.45, 2.99], [1.44, -0.53, -1.89], [1.41, 1.92, 2.26], [-1.27, 1.15, -3.11], [4.76, 2.82, 3.31], [-0.53, 2.13, -1.01]], "mulliken_charge": [0.31, -1.16, -1.14, 0.28, 0.31, 0.29, -0.15, -1.01, 0.03, 0.25, -1.11, 0.06, -0.50, -0.65, 0.02, 0.21, 0.50, 0.31, -1.88, 0.45, 0.52, 0.30, 0.41, -0.15, 0.48, -0.98, -0.34, 0.26, 0.27, 0.37, 0.36, -0.61, 0.81, 0.41, 0.24, 0.88, 0.38, 0.55, -1.25, 1.83, -0.21, 0.47, 0.41, -0.40, -0.78, 0.72, 0.50, -1.26, 0.25, 0.13]}


## x
{"formula": "C19H25N3O3", "method": "ωB97M-V/def2-TZVPD", "lumo_ev": -0.4, "species": ["C", "H", "H", "H", "C", "C", "H", "C", "H", "H", "H", "H", "C", "H", "C", "H", "O", "H", "C", "N", "H", "H", "N", "C", "H", "H", "C", "O", "C", "C", "H", "C", "C", "H", "C", "C", "H", "C", "C", "H", "C", "N", "H", "H", "H", "O", "H", "C", "H", "H"], "xyz": [[0.41, -2.30, -1.72], [0.96, 3.63, 1.21], [1.59, 3.37, -1.23], [-5.17, -0.81, -0.89], [-1.94, -0.79, 0.74], [1.71, 0.88, -0.76], [-0.06, 1.24, 0.99], [-0.79, 2.11, 0.88], [-0.21, 3.44, -1.78], [-3.00, -1.89, 2.24], [-1.21, 2.38, 2.19], [-3.55, -0.29, 2.23], [4.52, -1.80, 1.25], [-5.03, -2.98, 1.91], [-4.64, -0.26, -0.22], [-5.93, -1.15, 1.74], [4.57, 0.84, 1.55], [-5.09, 0.56, 0.45], [0.14, 3.21, 0.46], [3.63, -0.77, 0.49], [-1.41, -1.54, 0.33], [2.97, -3.50, 0.16], [-2.29, 0.35, -0.01], [0.57, 3.20, -0.93], [-1.34, -0.25, 1.56], [-0.06, -0.34, -2.08], [1.58, -0.36, -1.08], [-2.31, 2.58, -0.90], [-5.38, -1.99, 1.32], [-3.10, -0.94, 1.56], [5.04, -2.23, 0.38], [-3.26, 0.08, -1.01], [3.72, 0.33, 0.82], [-0.38, -3.00, -2.38], [2.48, -1.35, -0.10], [1.21, -3.18, -1.01], [-6.24, -2.28, 0.50], [0.48, -1.01, -1.44], [2.66, 1.32, 0.27], [4.03, -2.39, 1.91], [2.31, -2.78, -0.49], [-4.08, -1.48, 0.61], [-2.90, -0.96, -1.57], [-3.53, 0.84, -1.66], [1.27, -4.18, -1.33], [0.81, 1.72, -1.22], [2.86, 2.28, 0.31], [-1.92, 1.60, 0.14], [-0.55, 4.09, 0.44], [5.16, -1.15, 1.59]], "mulliken_charge": [-0.27, 0.24, 0.56, 0.60, -1.03, 0.07, 0.02, -0.39, 0.20, 0.46, 0.27, 0.28, -1.62, 0.30, -0.99, 0.38, -0.78, 0.37, -0.65, -0.01, 0.60, 0.21, 0.52, -0.70, 0.32, 0.52, 0.95, -0.78, -0.87, -0.82, 0.47, -0.79, 0.45, 0.15, 0.37, -0.74, 0.24, -0.50, -0.76, 0.40, -0.37, -0.21, 0.23, 0.64, 0.41, -0.51, 0.67, 0.84, 0.45, 0.61]}


Most stable: w (next structure +1532.0 kJ/mol)


## w
{"formula": "CH6N4", "method": "ωB97M-V/def2-TZVPD", "smiles": "N/N=C/NN", "lumo_ev": 1.1, "species": ["H", "N", "H", "H", "N", "H", "C", "H", "N", "N", "H"], "xyz": [[-2.53, 0.54, -0.61], [1.31, 0.61, -0.05], [2.82, -0.63, -0.25], [-2.73, -1.00, -0.10], [-2.23, -0.14, 0.09], [-0.54, 1.65, -0.01], [-0.11, 0.62, -0.02], [1.67, 1.23, 0.70], [1.80, -0.69, -0.13], [-0.83, -0.41, 0.03], [1.58, -1.15, 0.80]], "mulliken_charge": [0.24, -0.16, 0.25, 0.26, -0.59, 0.31, -0.03, 0.25, -0.52, -0.23, 0.21]}


## x
{"formula": "CH6N4", "method": "ωB97M-V/def2-TZVPD", "smiles": "N/N=C\\NN", "lumo_ev": 1.1, "species": ["H", "N", "H", "C", "N", "H", "H", "N", "N", "H", "H"], "xyz": [[-0.49, 1.80, 0.21], [-0.77, -0.32, 0.16], [1.93, -0.86, 0.82], [0.08, 0.79, 0.15], [2.02, -0.58, -0.04], [3.07, -0.42, -0.39], [-2.52, -0.03, 0.81], [1.32, 0.63, -0.18], [-2.15, -0.31, -0.16], [-2.32, 0.31, -0.97], [-0.17, -1.02, -0.40]], "mulliken_charge": [0.32, -0.25, 0.18, 0.01, -0.45, 0.28, 0.28, -0.37, -0.53, 0.23, 0.31]}


## y
{"formula": "CH6N4", "method": "ωB97M-V/def2-TZVPD", "lumo_ev": [0.1, 0.1], "species": ["N", "N", "H", "H", "N", "H", "N", "H", "C", "H", "H"], "xyz": [[0.26, -0.03, 0.26], [0.74, 0.32, 1.59], [-0.77, 1.48, 0.58], [0.05, 0.26, 2.31], [0.15, -1.04, -2.17], [-1.61, 0.21, -0.59], [0.83, -1.05, -0.23], [0.03, -2.11, -2.15], [-0.76, 0.81, -0.21], [-0.41, 1.42, -1.12], [1.49, -0.28, 1.72]], "mulliken_charge": [0.70, -0.63, 0.46, 0.25, -0.39, 0.31, -0.62, 0.13, -0.75, 0.25, 0.29]}


Most stable: w (next structure +128.7 kJ/mol)